{
  "formula": "C35H68F3HgO19S8",
  "method": "ωB97M-V/def2-TZVPD",
  "species": ["Hg", "S", "S", "S", "S", "S", "S", "S", "S", "F", "F", "F", "O", "O", "O", "O", "O", "O", "O", "O", "O", "O", "O", "O", "O", "O", "O", "O", "O", "O", "O", "C", "C", "C", "C", "C", "C", "C", "C", "C", "C", "C", "C", "C", "C", "C", "C", "C", "C", "C", "C", "C", "C", "C", "C", "C", "C", "C", "C", "C", "C", "C", "C", "C", "C", "C", "H", "H", "H", "H", "H", "H", "H", "H", "H", "H", "H", "H", "H", "H", "H", "H", "H", "H", "H", "H", "H", "H", "H", "H", "H", "H", "H", "H", "H", "H", "H", "H", "H", "H", "H", "H", "H", "H", "H", "H", "H", "H", "H", "H", "H", "H", "H", "H", "H", "H", "H", "H", "H", "H", "H", "H", "H", "H", "H", "H", "H", "H", "H", "H", "H", "H", "H", "H"],
  "positions_angstrom": [[2.384, 3.499, -0.281], [-4.511, -2.601, -3.152], [0.705, 0.549, 0.990], [-7.038, 2.961, 0.155], [0.524, 2.446, -3.421], [3.726, 0.471, -1.935], [0.359, 4.909, 2.618], [4.019, 2.070, 2.873], [1.794, -4.435, -4.761], [-1.669, 0.718, -0.216], [-1.469, -1.002, 0.996], [-1.656, 1.006, 1.933], [1.048, -4.417, 2.953], [-5.813, -3.153, -3.538], [1.331, -0.338, 0.001], [0.891, 1.980, 0.628], [3.696, 2.632, 4.187], [2.162, -3.443, -5.800], [-7.493, 4.334, -0.003], [3.343, 2.583, 1.669], [-3.342, -0.769, 4.524], [2.700, 0.277, -2.913], [0.930, 2.846, -2.061], [0.705, 6.180, 3.230], [2.323, -5.781, -4.841], [1.039, 4.486, 1.403], [-3.668, -2.097, -4.229], [3.575, 1.602, -0.983], [1.389, 2.587, -4.569], [1.010, 0.220, 2.409], [-8.031, 1.881, 0.038], [-6.003, 2.778, 1.682], [0.398, 3.685, 3.955], [5.864, 2.110, 2.722], [-1.029, -0.889, 5.255], [-4.443, -2.154, -0.502], [-1.493, 4.721, 2.438], [-2.045, 2.003, -4.339], [6.243, -0.423, -2.121], [5.324, 0.608, -2.819], [5.419, -0.263, 3.026], [3.207, -3.538, 2.097], [-0.151, 0.671, -3.424], [-0.007, -4.442, -4.252], [-0.868, 3.933, 4.683], [-4.631, 2.211, 1.253], [-5.610, 2.708, -0.971], [-3.172, -3.019, -0.919], [-3.595, -3.832, -2.089], [-2.077, -2.639, 3.616], [-2.244, -1.359, 4.474], [-4.767, -1.343, -1.760], [6.240, 0.729, 2.144], [4.150, -1.144, -1.120], [5.343, -1.637, -1.889], [1.734, -3.957, 1.992], [1.175, -2.532, -2.924], [0.967, -3.623, 0.721], [3.984, 0.225, 2.856], [-1.178, 0.280, 0.919], [-0.172, -3.278, -3.241], [-1.133, 3.152, -3.755], [-2.076, 4.097, 3.664], [-1.676, 0.717, -3.589], [-4.292, 2.719, -0.179], [2.271, -3.581, -3.150], [-2.846, 4.759, 4.060], [-2.334, -2.330, -1.022], [-4.742, 1.128, 1.311], [7.113, -0.627, -2.745], [-3.832, 2.482, 1.943], [0.191, 0.146, -2.532], [3.302, -3.238, -3.238], [-2.111, 0.738, -2.590], [-0.929, -2.624, -3.674], [-0.137, -0.860, 4.630], [-0.828, -1.567, 6.085], [-5.803, 1.732, -1.418], [7.304, 0.549, 2.294], [1.180, -1.965, -1.994], [-5.924, 3.853, 1.848], [-1.536, -2.456, 2.688], [-1.304, 0.078, 5.677], [-0.210, -5.307, -3.620], [-1.965, 1.979, -5.426], [-2.210, -0.149, -3.981], [-0.521, -3.622, -2.268], [5.550, 1.668, -2.937], [-1.677, 4.083, 1.574], [3.275, -2.471, 2.308], [-3.950, 3.744, -0.040], [-2.410, 3.095, 3.396], [-3.083, 2.274, -4.146], [5.839, -0.282, 4.031], [5.036, -2.073, -2.839], [3.663, -4.145, 2.879], [-2.881, -4.371, -2.712], [-1.238, 3.149, 5.344], [5.540, -1.246, 2.571], [-5.232, -2.861, -0.246], [-1.027, 4.094, -4.294], [-4.315, -4.616, -1.856], [2.222, -4.367, -2.396], [6.249, 2.075, 3.741], [6.257, 3.014, 2.255], [1.047, -4.504, 0.084], [0.273, 0.161, -4.289], [3.811, -3.737, 1.212], [-1.532, 3.464, -2.790], [4.489, -0.954, -0.102], [-0.588, -4.431, -5.173], [3.164, -0.091, 3.500], [-5.729, 3.400, -1.805], [-0.093, -3.476, 0.928], [-3.455, 2.183, -0.627], [3.763, -0.050, 1.825], [3.303, -1.831, -1.136], [-0.793, 4.824, 5.306], [-4.014, -0.569, -1.910], [5.724, -2.462, -1.287], [-1.862, 5.734, 2.273], [-6.429, 2.392, 2.608], [-3.061, -3.019, 3.339], [6.015, 0.566, 1.090], [-1.517, -3.434, 4.108], [5.170, 0.364, -3.870], [0.441, 2.727, 3.438], [1.298, -2.695, 0.254], [1.245, 3.810, 4.629], [-5.778, -0.974, -1.932], [6.582, 0.088, -1.220], [-2.861, -3.606, -0.054], [1.319, -1.796, -3.716], [-4.226, -1.446, 0.297]],
  "forces_ev_per_angstrom": [[-0.84, -1.22, 0.25], [-1.32, -0.59, -0.52], [1.81, -0.12, 0.27], [-1.13, -0.92, -0.05], [-2.09, -2.00, -1.55], [0.86, -0.24, -0.53], [-0.94, 0.50, 2.25], [1.67, 0.04, 1.26], [1.15, 1.53, 0.66], [-0.41, 0.43, -0.49], [-0.40, -0.53, 0.76], [-0.77, -0.53, 0.19], [2.74, 1.30, -2.52], [1.59, 0.66, 0.82], [-1.04, 0.51, 0.98], [-1.32, -1.82, 0.82], [-0.31, -0.72, -1.76], [-1.39, -1.68, 1.51], [0.64, -1.09, 0.46], [0.63, -0.06, 0.82], [2.89, -1.53, -0.17], [-0.53, 0.01, 0.11], [0.49, 0.42, -0.01], [-0.38, -0.85, -1.07], [-0.54, 0.87, 0.07], [0.29, 0.33, -0.55], [-0.06, -0.03, 1.15], [0.51, -0.68, -0.25], [-0.07, 0.45, 1.09], [-0.85, 0.54, -1.95], [1.76, 1.28, 0.09], [0.53, 1.61, -0.54], [0.77, -0.49, -0.59], [-0.22, -0.53, -0.39], [-0.72, 0.94, 0.42], [0.84, -0.30, -1.04], [0.68, 0.79, -1.42], [0.54, 1.27, 0.30], [-0.01, 1.10, -0.49], [-0.48, -0.06, -0.33], [0.57, 0.53, -0.70], [-0.35, -1.23, 0.28], [0.08, -0.24, -0.20], [1.08, 0.26, 0.52], [-2.59, 0.35, 0.45], [-0.70, -0.31, -0.17], [-0.24, -0.75, -0.45], [-0.48, 0.96, 2.04], [-0.64, 0.01, -1.45], [-1.07, -0.23, -0.22], [-1.09, -0.19, -0.38], [0.34, -1.18, -1.15], [-0.07, 0.10, 0.91], [-0.41, 0.90, 0.26], [0.02, -0.17, -0.05], [-2.67, 0.08, 2.24], [-0.05, -0.47, -2.13], [0.19, -0.05, 0.31], [-0.25, 0.31, -0.29], [2.54, 1.10, -0.49], [0.17, 0.90, -0.18], [-0.26, -0.16, 0.40], [1.68, 0.12, 0.75], [-0.13, 0.80, 0.74], [-0.88, 0.54, 0.89], [-0.44, -0.67, -0.13], [-0.12, -0.54, 0.17], [0.08, 0.00, -0.85], [0.25, -0.26, -0.31], [-0.08, -0.08, 0.08], [-0.19, 0.10, 0.09], [0.00, 0.27, 0.03], [-0.20, 0.09, -0.19], [-0.06, 0.54, 0.24], [0.03, 0.40, 0.38], [-0.21, 0.04, -0.39], [-0.29, -0.38, -0.06], [0.06, -0.24, 0.18], [0.00, 0.09, -0.11], [-0.03, -0.43, 0.16], [0.39, 0.20, 0.34], [0.14, 0.66, 0.17], [0.44, 0.06, -0.03], [0.41, -0.64, -0.90], [0.34, -0.39, 0.06], [0.77, -0.27, -0.64], [-0.33, -0.43, -0.21], [0.55, 0.02, 0.93], [0.26, 0.33, -0.29], [-0.19, 0.00, 0.15], [-0.04, 0.20, -0.20], [-0.41, 0.17, 0.29], [0.01, 0.04, 0.07], [-0.34, 0.04, 0.07], [0.10, 0.12, -0.14], [-0.02, 0.36, 0.28], [0.43, 0.60, 0.02], [0.77, -0.25, 0.17], [-0.23, -0.19, 0.31], [-0.18, 0.32, 0.17], [0.09, -0.35, -0.54], [-0.30, 0.31, 0.36], [0.10, -0.16, 0.09], [-0.36, 0.33, 0.18], [-0.33, -0.12, -0.28], [0.11, 0.17, -0.43], [0.44, 0.42, -0.02], [-0.40, 0.02, -0.36], [0.11, -0.25, 0.28], [-0.38, 0.22, 0.12], [-0.18, 0.19, 0.30], [0.35, -0.07, 0.09], [0.21, 0.34, 0.33], [0.01, -0.26, 0.26], [-0.36, -0.19, -0.17], [-0.61, 0.27, -0.03], [-0.16, 0.42, 0.01], [0.10, 0.07, -0.11], [-0.08, 0.11, -0.06], [0.65, 0.13, -0.16], [0.10, -0.04, -0.25], [-0.38, -0.50, -0.58], [-0.02, 0.09, 0.08], [-0.12, 0.31, -0.06], [0.12, 0.36, 0.59], [-0.56, -0.63, 0.10], [0.04, -0.26, 0.12], [0.40, -0.26, -0.22], [0.28, 0.11, -0.51], [0.05, -0.05, 0.30], [0.19, -0.56, 0.38], [-0.19, -0.46, -0.04], [0.09, 0.18, 0.06], [-0.04, -0.31, 0.26]],
  "s2": 0.7573,
  "orbital_gap_ev": [6.190, 2.910],
  "charge": 2,
  "multiplicity": 2,
  "e_lumo_ev": [-7.6, -10.8]
}